No. 1
Here is an isolated molecule of C6H11N3 from the OMol25 dataset. Energies are from ωB97M-V/def2-TZVPD.

Calculated values
relative energy (zero: lowest compared OMol25 entry of this formula, charge and spin)	65.4	kcal per mole
LUMO level	0.92	eV
orbital gap	8.81	eV
energy	-399.39095	Ha
2S+1	1

Each line ends with the natural charge from an NBO analysis.
Cartesian coordinates (Å):
C (-1.670, -1.558, 1.174)  -0.442
N (-0.633, -0.583, 0.909)  -0.477
C (-0.376, -0.224, -0.312)  0.298
C (-1.299, -0.466, -1.475)  -0.694
C (0.900, 0.426, -0.500)  -0.038
C (1.158, 1.486, -1.534)  -0.634
N (2.134, -0.254, 0.041)  -0.434
C (1.566, 0.298, 1.004)  0.506
N (1.654, 0.807, 2.217)  -0.817
H (-2.656, -1.189, 0.867)  0.185
H (-1.494, -2.513, 0.664)  0.189
H (-1.698, -1.745, 2.248)  0.200
H (-2.285, -0.035, -1.286)  0.226
H (-1.434, -1.541, -1.611)  0.234
H (-0.907, -0.055, -2.401)  0.225
H (1.663, 1.063, -2.406)  0.217
H (0.234, 1.964, -1.857)  0.210
H (1.804, 2.267, -1.129)  0.226
H (0.790, 0.970, 2.710)  0.418
H (2.550, 0.880, 2.677)  0.402



No. 2
Here is the ion C2H7N2O with charge -1 from the OMol25 dataset. Energies are from ωB97M-V/def2-TZVPD.

Calculated values
relative energy (zero: lowest compared OMol25 entry of this formula, charge and spin)	77.8	kcal per mole
net charge	-1
LUMO level	4.53	eV
orbital gap	6.16	eV
energy	-265.03632	Ha
2S+1	1

Each line ends with the natural charge from an NBO analysis.
Cartesian coordinates (Å):
C (-0.396, 0.359, 1.407)  -0.613
C (-0.794, -0.045, -0.052)  -0.231
N (0.235, 0.490, -0.944)  -0.054
N (1.471, -0.259, -0.757)  -0.740
O (-0.169, 0.152, -2.241)  -0.886
H (0.045, -0.479, 2.018)  0.173
H (0.260, 1.202, 1.418)  0.212
H (-1.238, 0.547, 1.931)  0.172
H (-1.081, -1.058, -0.039)  0.148
H (-1.747, 0.462, -0.253)  0.180
H (1.272, -1.294, -0.852)  0.291
H (2.142, -0.077, -1.635)  0.348



No. 3
Here is an isolated molecule of C4H8O2 from the OMol25 dataset. Energies are from ωB97M-V/def2-TZVPD.

Calculated values
relative energy (zero: lowest compared OMol25 entry of this formula, charge and spin)	84.7	kcal per mole
LUMO level	0.21	eV
orbital gap	9.68	eV
energy	-307.57745	Ha
2S+1	1

Each line ends with the natural charge from an NBO analysis.
Cartesian coordinates (Å):
C (-2.092, -0.350, 0.384)  -0.609
C (-0.560, -0.607, 0.023)  0.368
O (-0.350, 0.654, -0.536)  -0.540
C (1.224, 1.029, -0.624)  -0.168
C (1.882, -0.024, 0.183)  -0.083
O (0.341, -0.803, 1.033)  -0.565
H (-2.449, -1.280, 0.810)  0.202
H (-2.680, -0.106, -0.523)  0.221
H (-2.193, 0.481, 1.097)  0.219
H (-0.526, -1.458, -0.703)  0.109
H (1.412, 1.022, -1.703)  0.211
H (1.267, 2.034, -0.193)  0.211
H (2.350, 0.238, 1.122)  0.219
H (2.372, -0.829, -0.371)  0.205



No. 4
Here is a cluster of 3 separate species, C3H11NO3S in total from the OMol25 dataset. Energies are from ωB97M-V/def2-TZVPD.

Calculated values
relative energy (zero: lowest compared OMol25 entry of this formula, charge and spin)	13.1	kcal per mole
LUMO level	0.07	eV
orbital gap	8.69	eV
energy	-799.56879	Ha
2S+1	1

Each line ends with the natural charge from an NBO analysis.
Cartesian coordinates (Å):
N (2.130, -0.653, -0.086)  -0.849
C (1.409, -0.181, -1.140)  0.692
O (1.780, 0.114, -2.249)  -0.625
C (-0.113, -0.060, -0.742)  -0.529
C (-1.009, -0.402, -1.929)  -0.512
S (-2.717, 0.230, -1.760)  -0.056
H (1.628, -0.674, 0.802)  0.421
H (3.135, -0.727, -0.077)  0.395
H (-0.230, 0.880, -0.187)  0.265
H (-0.256, -0.851, -0.014)  0.195
H (-0.579, -0.072, -2.876)  0.253
H (-1.005, -1.499, -2.014)  0.208
H (-3.080, -0.145, -0.559)  0.115
O (-1.384, 2.022, 1.147)  -0.968
H (-1.512, 2.837, 0.648)  0.493
H (-1.436, 2.062, 2.097)  0.484
O (1.132, -0.837, 2.594)  -0.949
H (1.287, -0.341, 3.423)  0.484
H (0.821, -1.704, 2.923)  0.483



No. 5
Here is an isolated molecule of C25H22N4O3S from the OMol25 dataset. Energies are from ωB97M-V/def2-TZVPD.

Calculated values
relative energy (zero: lowest compared OMol25 entry of this formula, charge and spin)	11.4	kcal per mole
LUMO level	-0.51	eV
orbital gap	8.34	eV
energy	-1808.83929	Ha
2S+1	1

Each line ends with the natural charge from an NBO analysis.
Cartesian coordinates (Å):
O (-1.375, -3.679, 2.220)  -0.571
C (-1.509, -2.633, 1.627)  0.660
N (-2.558, -1.799, 1.901)  -0.637
C (-2.839, -0.553, 1.330)  0.229
C (-4.153, -0.237, 0.984)  -0.236
C (-4.447, 0.970, 0.376)  -0.195
C (-3.437, 1.880, 0.108)  -0.192
C (-2.144, 1.575, 0.487)  -0.295
S (-0.849, 2.800, 0.271)  2.315
O (-0.706, 3.474, 1.532)  -0.935
O (-1.183, 3.591, -0.882)  -0.941
N (0.494, 1.834, -0.023)  -0.687
C (1.589, 1.954, 0.934)  -0.244
C (2.795, 2.528, 0.167)  -0.424
C (2.211, 2.950, -1.182)  -0.417
C (1.057, 1.965, -1.357)  -0.242
C (-1.834, 0.385, 1.107)  -0.245
C (-0.583, -2.178, 0.543)  -0.076
C (0.740, -1.960, 0.822)  -0.210
C (1.593, -1.495, -0.204)  0.188
C (3.005, -1.214, 0.088)  0.155
C (3.910, -0.956, -0.943)  -0.222
C (5.226, -0.681, -0.616)  -0.169
C (5.595, -0.670, 0.720)  -0.252
C (4.620, -0.937, 1.671)  0.044
N (3.364, -1.202, 1.371)  -0.427
N (1.174, -1.263, -1.425)  -0.417
C (-0.112, -1.500, -1.735)  0.137
C (-0.537, -1.246, -3.056)  -0.183
C (-1.829, -1.490, -3.425)  -0.200
C (-2.744, -2.015, -2.499)  -0.202
C (-2.365, -2.264, -1.209)  -0.202
C (-1.051, -1.989, -0.784)  -0.013
H (-3.256, -2.189, 2.524)  0.414
H (-4.940, -0.948, 1.187)  0.214
H (-5.467, 1.198, 0.106)  0.222
H (-3.630, 2.821, -0.380)  0.242
H (1.260, 2.608, 1.743)  0.242
H (1.814, 0.967, 1.348)  0.204
H (3.548, 1.752, 0.025)  0.207
H (3.252, 3.360, 0.699)  0.220
H (1.810, 3.962, -1.125)  0.211
H (2.937, 2.896, -1.991)  0.215
H (0.282, 2.319, -2.034)  0.239
H (1.415, 0.983, -1.678)  0.218
H (-0.817, 0.203, 1.413)  0.244
H (1.144, -2.109, 1.811)  0.257
H (3.564, -0.978, -1.963)  0.243
H (5.953, -0.478, -1.390)  0.221
H (6.610, -0.459, 1.019)  0.223
H (4.854, -0.938, 2.728)  0.196
H (0.190, -0.866, -3.756)  0.224
H (-2.154, -1.295, -4.436)  0.218
H (-3.754, -2.228, -2.815)  0.217
H (-3.069, -2.693, -0.510)  0.215



No. 6
Here is an isolated molecule of C7H10 from the OMol25 dataset. Energies are from ωB97M-V/def2-TZVPD.

Calculated values
relative energy (zero: lowest compared OMol25 entry of this formula, charge and spin)	121.5	kcal per mole
LUMO level	1.06	eV
orbital gap	10.45	eV
energy	-272.52437	Ha
2S+1	1

Each line ends with the natural charge from an NBO analysis.
Cartesian coordinates (Å):
C (0.015, 1.008, -0.914)  -0.409
C (-0.949, -0.228, -0.734)  -0.229
C (-1.609, 0.069, 0.665)  -0.410
C (-0.195, -0.168, 1.201)  -0.188
C (0.872, 0.743, 0.273)  -0.239
C (1.481, -0.624, -0.094)  -0.412
C (0.062, -1.172, 0.038)  -0.233
H (1.118, 1.378, -1.471)  0.195
H (-0.472, 1.957, -1.098)  0.216
H (-1.580, -0.548, -1.567)  0.218
H (-2.095, 1.033, 0.842)  0.204
H (-2.302, -0.739, 0.971)  0.218
H (0.049, -0.418, 2.235)  0.219
H (1.646, 1.640, -0.146)  0.225
H (2.032, -0.655, -1.039)  0.197
H (2.097, -1.031, 0.719)  0.207
H (-0.168, -2.245, 0.119)  0.222